Entry 1:
Here is one molecule with the formula C17H23ClN2O2 from the OMol25 dataset. Energies are from the ωB97M-V functional and the def2-TZVPD basis.

Output
HOMO-LUMO gap in eV: 9.528
Calculated total energy in Eh: -1381.78727
Net charge: 0
SMILES: C=CCNC(=O)N1CCC(CO)(Cc2ccc(Cl)cc2)CC1

Cartesian coordinates (Å):
C (5.6327, -2.5298, 3.2938)
C (4.4746, -2.3589, 2.6849)
C (3.1831, -2.9633, 3.1410)
N (2.1255, -1.9769, 3.1606)
C (0.9497, -2.1861, 2.5046)
O (0.7705, -3.1809, 1.8207)
N (-0.0324, -1.2407, 2.6766)
C (0.1849, 0.1019, 3.1608)
C (0.6573, 1.0145, 2.0224)
C (-0.1055, 0.7201, 0.7090)
C (0.7604, -0.1542, -0.2133)
O (1.9579, 0.5319, -0.5287)
C (-0.4006, 2.0687, 0.0073)
C (-1.1135, 1.9377, -1.3062)
C (-2.5020, 1.9458, -1.3733)
C (-3.1608, 1.8100, -2.5821)
C (-2.4219, 1.6668, -3.7445)
Cl (-3.2376, 1.4962, -5.2620)
C (-1.0373, 1.6687, -3.7060)
C (-0.3947, 1.8070, -2.4894)
C (-1.4149, -0.0162, 1.0239)
C (-1.1922, -1.3213, 1.8035)
H (6.5428, -2.0869, 2.9272)
H (5.7207, -3.1352, 4.1813)
H (4.4012, -1.7474, 1.7954)
H (3.3031, -3.4232, 4.1296)
H (2.8561, -3.7342, 2.4338)
H (2.2480, -1.1941, 3.7773)
H (-0.7738, 0.4540, 3.5537)
H (0.8922, 0.1210, 3.9914)
H (1.7225, 0.8694, 1.8409)
H (0.5121, 2.0534, 2.3215)
H (0.9941, -1.1031, 0.2796)
H (0.1954, -0.3760, -1.1294)
H (2.5032, -0.0486, -1.0678)
H (0.5591, 2.5616, -0.1526)
H (-1.0019, 2.6804, 0.6832)
H (-3.0821, 2.0682, -0.4705)
H (-4.2387, 1.8180, -2.6244)
H (-0.4718, 1.5674, -4.6192)
H (0.6844, 1.8190, -2.4540)
H (-1.9395, -0.2462, 0.0962)
H (-2.0504, 0.6556, 1.6045)
H (-2.0790, -1.5423, 2.4100)
H (-1.0280, -2.1632, 1.1285)



Entry 2:
Here is C18H17N2O4W as an isolated structure from the OMol25 dataset. Energies are from the ωB97M-V functional and the def2-TZVPD basis.

Output
HOMO-LUMO gap in eV: 6.374
Calculated total energy in Eh: -1172.58035
Net charge: +3

Cartesian coordinates (Å):
W (0.1293, 0.3628, 0.1899)
O (-1.4725, -0.4501, 0.6880)
C (-1.5294, -1.8383, 0.5325)
C (-2.6031, -2.4160, -0.1019)
C (-2.6553, -3.8056, -0.1736)
C (-1.6785, -4.6077, 0.4210)
C (-0.6342, -4.0219, 1.1019)
C (-0.5091, -2.6202, 1.1384)
C (0.4740, -1.9854, 1.9569)
N (0.8863, -0.7632, 1.7439)
C (1.3696, 0.0859, 2.8730)
C (0.2318, 1.0834, 3.1597)
N (-0.0347, 1.6888, 1.8395)
C (0.1393, 2.9253, 1.5449)
C (0.4279, 3.2347, 0.1469)
C (0.1525, 4.4507, -0.4611)
C (0.5600, 4.7002, -1.7642)
C (1.2792, 3.7427, -2.4955)
C (1.6211, 2.5458, -1.9107)
C (1.2124, 2.2753, -0.5930)
O (1.8131, 1.1730, 0.0424)
H (-3.4009, -1.7999, -0.4956)
H (-3.4944, -4.2697, -0.6766)
H (-1.7592, -5.6847, 0.3732)
H (0.1120, -4.6330, 1.5949)
H (0.8032, -2.4913, 2.8637)
H (2.2795, 0.6013, 2.5715)
H (1.5712, -0.5273, 3.7512)
H (0.5186, 1.8325, 3.8970)
H (-0.6643, 0.5627, 3.4978)
H (0.1969, 3.6937, 2.3159)
H (-0.4037, 5.2053, 0.0824)
H (0.3409, 5.6623, -2.2103)
H (1.6050, 3.9665, -3.5029)
H (2.2657, 1.8349, -2.4133)
C (0.1376, -1.8015, -3.7686)
O (0.6007, -1.7812, -2.3327)
C (0.3184, -0.8674, -1.5517)
O (-0.3763, 0.2008, -1.6990)
H (-0.1260, -2.8370, -3.9473)
H (1.0002, -1.5021, -4.3549)
H (-0.7049, -1.1247, -3.8735)



Entry 3:
Here is one molecule with the formula C6H11NO from the OMol25 dataset. Energies are from the ωB97M-V functional and the def2-TZVPD basis.

Output
HOMO-LUMO gap in eV: 10.352
Calculated total energy in Eh: -365.12636
Net charge: 0
SMILES: C=CCC[C@H](N)C=O

Cartesian coordinates (Å):
C (-2.8573, -1.3978, -0.6909)
C (-1.6450, -1.0229, -0.2990)
C (-0.5554, -0.5218, -1.2110)
C (0.1116, 0.7386, -0.5533)
C (1.2338, 0.3903, 0.4016)
N (1.0384, -0.3210, 1.6115)
C (2.0418, 1.6871, 0.7007)
O (2.7882, 1.8023, 1.6425)
H (-3.2452, -1.2242, -1.6892)
H (-3.5589, -1.8164, 0.0204)
H (-1.4982, -1.0428, 0.7765)
H (0.2066, -1.2942, -1.1481)
H (-1.0134, -0.2109, -2.1402)
H (-0.6249, 1.2490, 0.0434)
H (0.5307, 1.3204, -1.3700)
H (2.2868, 0.2930, -0.0245)
H (1.3141, 0.2551, 2.3944)
H (1.3328, -1.2753, 1.6846)
H (2.1137, 2.3914, -0.1494)



Entry 4:
Here is a 3-piece molecular cluster, C5H10O2 overall from the OMol25 dataset. Energies are from the ωB97M-V functional and the def2-TZVPD basis.

Output
HOMO-LUMO gap in eV: 9.700
Calculated total energy in Eh: -346.84046
Net charge: 0

Cartesian coordinates (Å):
C (2.2710, -0.6192, 0.7486)
O (0.9114, -0.8697, 0.4621)
C (0.4615, -0.2635, -0.6630)
C (-0.9014, -0.3116, -0.9371)
C (-1.9236, -0.5413, 0.1380)
C (-1.7917, 0.9329, 0.0718)
O (-1.0573, 1.6194, 0.8597)
H (2.9031, -0.8936, -0.1070)
H (2.5327, -1.2324, 1.6112)
H (2.4275, 0.4430, 0.9836)
H (0.7789, 1.2429, -0.2157)
H (1.1696, -0.2056, -1.4927)
H (-1.2161, -0.1977, -1.9676)
H (-2.8645, -0.9684, -0.2065)
H (-1.5378, -0.9938, 1.0490)
H (-2.4179, 1.4484, -0.6702)
H (0.1846, 1.6026, 0.3400)



Entry 5:
Here is C10H29F2HfNO7 as an isolated structure from the OMol25 dataset. Energies are from the ωB97M-V functional and the def2-TZVPD basis.

Output
2S+1: 2
HOMO-LUMO gap (spin up / spin down) in eV: 6.434 / 6.837
Calculated total energy in Eh: -1227.21929
Net charge: +1
⟨S²⟩: 0.75

Cartesian coordinates (Å):
Hf (8.1373, 8.2000, 40.0466)
F (6.9985, 6.2293, 39.5936)
F (6.3536, 8.2450, 41.6290)
C (4.6245, 9.1743, 37.1990)
C (5.8476, 8.4173, 37.7382)
C (7.0457, 8.3637, 36.7439)
O (8.1544, 7.7619, 37.4122)
C (9.0800, 7.3030, 36.5121)
N (6.2124, 9.2588, 38.9091)
H (4.9115, 10.0423, 36.6055)
H (3.8554, 9.5462, 37.8760)
H (4.0681, 8.6031, 36.4558)
H (5.4129, 7.4682, 38.0518)
H (7.3130, 9.3713, 36.4256)
H (6.7966, 7.8597, 35.8101)
H (9.6496, 8.0708, 35.9886)
H (8.6223, 6.7952, 35.6632)
H (9.5604, 6.5114, 37.0872)
H (5.3603, 9.3319, 39.4464)
H (6.2731, 10.2133, 38.5844)
C (4.6026, 7.1538, 44.2121)
C (3.4794, 7.7106, 43.2592)
O (4.0068, 8.9196, 42.6245)
O (5.6318, 6.3102, 43.5256)
H (4.2699, 6.6100, 45.0963)
H (5.0647, 8.0619, 44.5993)
H (2.5077, 7.9272, 43.7031)
H (3.1041, 7.1310, 42.4158)
H (4.8542, 8.5961, 42.3102)
H (5.8862, 6.9037, 42.8152)
C (9.5765, 5.4997, 41.9727)
C (11.0162, 5.6251, 42.4717)
O (11.0285, 5.8512, 43.8962)
O (8.8716, 6.7113, 41.9821)
H (8.9378, 4.8189, 42.5355)
H (9.5949, 5.2611, 40.9093)
H (11.4324, 6.5372, 42.0442)
H (11.6099, 4.7729, 42.1410)
H (11.2921, 6.7742, 43.8832)
H (9.1968, 7.2159, 42.7312)
C (7.1100, 10.1304, 45.1523)
C (7.7301, 11.3188, 45.9170)
O (9.1995, 11.1457, 45.8003)
O (7.5979, 9.9506, 43.8512)
H (6.0432, 10.2377, 44.9560)
H (7.3198, 9.1956, 45.6722)
H (7.2746, 11.4609, 46.8971)
H (7.5081, 12.2354, 45.3706)
H (9.6084, 10.8003, 46.5972)
H (6.8535, 9.5444, 43.4012)



Entry 6:
Here is C5H10N2O2 as an isolated structure from the OMol25 dataset. Energies are from the ωB97M-V functional and the def2-TZVPD basis.

Output
HOMO-LUMO gap in eV: 8.292
Calculated total energy in Eh: -456.45859
Net charge: 0

Cartesian coordinates (Å):
C (-2.0562, -0.3323, -0.4430)
C (-1.0807, 0.7246, 1.6394)
C (1.5474, -0.6661, 0.3870)
C (0.3070, 0.4839, -0.4838)
C (-0.8589, 0.2551, 0.2342)
N (2.7142, -1.1456, -0.1619)
N (0.3571, 0.6513, -1.8581)
O (1.4859, 0.7305, 0.2687)
O (0.8698, -1.3842, 1.1632)
H (3.3434, -0.4835, -0.5891)
H (2.9181, -2.1071, 0.0678)
H (1.3083, 0.7772, -2.1901)
H (-0.2645, 1.3798, -2.1930)
H (-2.7895, 0.4557, -0.6446)
H (-1.8096, -0.8014, -1.3967)
H (-0.1774, 1.1435, 2.0832)
H (-1.8669, 1.4904, 1.6364)
H (-1.4206, -0.0983, 2.2721)
H (-2.5270, -1.0735, 0.2081)



Which max |F| belongs to each record? In order, 0.55 2.34 3.73 0.35 8.38 5.59 eV Å⁻¹.
Which M belongs to each record? In order, 322.84 509.18 113.16 102.13 491.83 130.15 g mol⁻¹.
Which ΔE to the lowest compared entry with this formula, charge and spin belongs to each record? In order, 37.8 34.4 66.0 116.1 26.6 60.0 kcal per mole.